Record 1
{
  "formula": "C6H8ClNOS",
  "method": "ωB97M-V with the def2-TZVPD basis set",
  "elements": ["Cl", "S", "O", "N", "C", "C", "C", "C", "C", "C", "H", "H", "H", "H", "H", "H", "H", "H"],
  "xyz": [[0.337, -2.118, 0.530], [0.927, 0.705, 1.268], [-2.785, -1.013, -0.541], [-1.146, 0.657, -0.537], [-0.183, 0.420, -1.500], [-2.127, -0.183, -0.023], [1.132, -0.564, 0.126], [2.507, -0.732, -0.362], [-0.808, 1.214, 0.735], [-1.846, 0.321, 1.409], [2.961, 0.203, -0.296], [-0.220, -0.271, -2.280], [3.140, -1.462, 0.029], [-0.671, 2.294, 1.045], [-1.572, -0.622, 1.855], [-2.714, 0.881, 1.874], [0.498, 1.114, -1.968], [2.569, -0.845, -1.366]],
  "forces_ev_per_a": [[-0.009, 0.243, -0.221], [-0.221, 0.050, -0.070], [-0.702, -0.665, -0.556], [1.036, 1.735, -1.825], [2.278, -1.113, 2.262], [-0.028, 0.447, 0.764], [-1.256, 0.370, -1.537], [-0.307, 0.737, 0.698], [1.803, 0.099, 2.497], [-2.870, 0.888, -0.919], [1.110, 1.687, 0.707], [-1.501, -1.904, -0.519], [0.673, -1.282, 1.301], [-1.166, -0.987, -1.217], [0.608, 0.332, 1.110], [0.998, -1.000, -0.218], [-0.072, 1.372, 1.161], [-0.374, -1.009, -3.420]],
  "lowdin_charge": [0.6224, 0.8958, 0.1328, -0.0920, 0.0568, -0.4905, -1.0208, -0.2143, -0.4748, -0.0782, 0.0483, 0.0750, 0.0645, 0.1189, 0.0857, 0.1378, 0.0913, 0.0412],
  "e_tot_ha": -1221.671215,
  "homo_lumo_gap_ev": [8.3, 8.3]
}

Record 2
{
  "formula": "C8H15FN",
  "method": "ωB97M-V with the def2-TZVPD basis set",
  "elements": ["F", "N", "C", "C", "C", "C", "C", "C", "C", "C", "H", "H", "H", "H", "H", "H", "H", "H", "H", "H", "H", "H", "H", "H", "H"],
  "xyz": [[1.344, -0.434, -1.896], [2.092, 1.400, 0.016], [-1.657, -0.014, 1.150], [0.644, -1.925, -0.205], [-1.402, 0.856, -0.058], [1.115, -0.756, -0.520], [0.282, -3.088, 0.127], [-1.910, 0.309, -1.295], [-0.686, 2.055, -0.089], [2.039, -0.053, 0.421], [-1.772, -0.727, -1.236], [-3.027, 0.221, -1.065], [-0.590, -3.288, 0.635], [2.498, 1.826, 0.828], [-1.549, 0.642, -2.189], [-1.118, -0.922, 1.173], [-0.894, 2.743, -0.921], [2.611, 1.390, -0.873], [3.000, -0.655, 0.431], [-1.471, 0.477, 2.069], [-0.286, 2.466, 0.833], [1.098, -3.881, 0.186], [0.617, 1.666, -0.156], [-2.682, -0.200, 1.123], [1.708, -0.109, 1.514]],
  "forces_ev_per_a": [[-0.673, 0.065, 2.020], [-0.823, -2.435, -0.140], [0.829, 1.921, -0.570], [0.325, 2.212, -1.431], [1.624, 0.452, 0.408], [1.251, -1.090, -1.283], [2.550, -2.644, 0.848], [-3.010, -0.964, 2.850], [0.256, -0.617, 0.269], [0.014, -0.036, 1.051], [0.770, -1.896, -0.107], [0.852, 0.859, -1.166], [-2.193, -0.676, 0.529], [0.697, 1.104, -0.354], [0.360, 1.439, -2.303], [0.511, -0.999, -0.436], [0.466, -0.352, 0.289], [0.006, 0.907, 0.725], [-0.559, 1.375, -0.326], [0.327, 0.745, 0.901], [-0.875, 0.499, 0.391], [-1.229, 0.895, -0.270], [0.404, -0.100, -0.327], [-1.868, -0.686, 0.047], [-0.012, 0.022, -1.615]],
  "lowdin_charge": [0.0126, 0.0451, 0.0078, -0.0661, -0.2867, -0.2810, 0.0801, -0.0143, -0.0097, -0.1509, 0.0782, 0.1595, 0.0511, 0.1121, 0.0777, 0.0595, 0.1195, 0.1328, 0.1529, 0.0886, 0.0981, 0.1278, 0.1645, 0.0854, 0.1556],
  "charge": 1,
  "e_tot_ha": -468.023878,
  "homo_lumo_gap_ev": 9.2
}

Record 3
{
  "formula": "C4H8O2",
  "method": "ωB97M-V with the def2-TZVPD basis set",
  "elements": ["O", "O", "C", "C", "C", "C", "H", "H", "H", "H", "H", "H", "H", "H"],
  "xyz": [[1.040, 1.455, -0.400], [-1.246, 0.497, -1.212], [1.743, -0.378, 0.851], [0.517, 0.432, 0.437], [-2.201, -0.358, -0.690], [-0.568, -0.399, -0.393], [-2.751, -0.266, 0.233], [2.479, 0.276, 1.339], [2.231, -0.822, -0.025], [1.468, -1.165, 1.558], [-0.239, -1.390, -0.687], [0.082, 0.897, 1.330], [0.302, 1.923, -0.814], [-2.857, -0.702, -1.526]],
  "forces_ev_per_a": [[-0.429, -0.187, -0.146], [0.148, 0.651, -0.533], [-0.223, -0.131, 0.012], [-0.428, -0.455, 0.385], [0.557, -0.183, 0.632], [-0.429, -0.243, -0.018], [-0.104, 1.403, 0.170], [-0.323, -0.100, -0.145], [-0.199, 0.042, 0.139], [0.025, -0.034, -0.076], [0.581, 0.416, -1.180], [-0.183, -0.105, -0.058], [0.021, -0.064, 0.051], [0.988, -1.009, 0.768]],
  "lowdin_charge": [-0.0370, -0.0800, -0.0564, -0.3757, -0.0790, -0.1554, 0.0787, 0.0840, 0.0857, 0.0799, 0.1162, 0.1365, 0.0890, 0.1136],
  "smiles": "C[C@@H](O)[C@H]1CO1",
  "e_tot_ha": -307.568591,
  "homo_lumo_gap_ev": 10.6
}

Record 4
{
  "formula": "C7H11N2P",
  "method": "ωB97M-V with the def2-TZVPD basis set",
  "elements": ["P", "N", "N", "C", "C", "C", "C", "C", "C", "C", "H", "H", "H", "H", "H", "H", "H", "H", "H", "H", "H"],
  "xyz": [[-0.622, 0.110, -0.185], [1.662, 2.696, 0.329], [1.855, -3.095, -0.621], [-1.261, 1.831, -0.416], [2.213, -2.049, -0.325], [2.047, 0.334, -0.492], [1.930, 1.548, 0.077], [-1.825, -0.864, -1.208], [2.736, -0.835, 0.148], [-1.176, -0.311, 1.623], [-2.221, -0.296, 1.300], [3.892, -0.738, 0.087], [-1.449, -1.066, -2.273], [-1.028, 2.054, -1.499], [-2.735, -0.319, -1.210], [-1.931, -1.875, -0.878], [-0.546, 2.486, 0.063], [-0.790, -1.232, 2.020], [-0.877, 0.563, 2.202], [-2.372, 1.875, -0.043], [2.497, -0.816, 1.303]],
  "forces_ev_per_a": [[1.118, -0.430, 0.826], [1.101, -3.314, -0.363], [-0.403, -0.285, -0.208], [-0.484, -1.029, -0.525], [0.275, -1.778, -0.585], [-0.595, -1.341, -1.309], [-1.066, 4.926, 1.014], [2.140, -0.378, -1.666], [0.450, 2.392, 3.467], [0.217, 1.372, -2.667], [-0.280, -0.301, 1.299], [-1.959, -0.138, -0.269], [-0.431, 0.941, 1.367], [-1.081, -0.245, 0.873], [-1.002, 0.248, -0.146], [-0.260, -0.525, 0.822], [-0.311, 0.364, 0.731], [-0.076, -0.346, -0.078], [-0.277, -0.154, 0.170], [2.192, 0.325, -0.968], [0.734, -0.308, -1.786]],
  "lowdin_charge": [0.9215, 0.1121, 0.1564, -0.2734, -0.3145, -0.1146, -0.4103, -0.2639, -0.2760, -0.2021, 0.0196, 0.1675, 0.0775, 0.0693, 0.0163, 0.0277, -0.0186, 0.0279, 0.0361, 0.0920, 0.1495],
  "e_tot_ha": -724.007091,
  "homo_lumo_gap_ev": [6.9, 6.9]
}

Record 5
{
  "formula": "C62H51B2NO23",
  "method": "ωB97M-V with the def2-TZVPD basis set",
  "elements": ["O", "O", "O", "O", "O", "O", "O", "O", "O", "O", "O", "O", "O", "O", "O", "O", "O", "O", "O", "O", "O", "O", "O", "N", "C", "C", "C", "C", "C", "C", "C", "C", "C", "C", "C", "C", "C", "C", "C", "C", "C", "C", "C", "C", "C", "C", "C", "C", "C", "C", "C", "C", "C", "C", "C", "C", "C", "C", "C", "C", "C", "C", "C", "C", "C", "C", "C", "C", "C", "C", "C", "C", "C", "C", "C", "C", "C", "C", "C", "C", "C", "C", "C", "C", "C", "C", "B", "B", "H", "H", "H", "H", "H", "H", "H", "H", "H", "H", "H", "H", "H", "H", "H", "H", "H", "H", "H", "H", "H", "H", "H", "H", "H", "H", "H", "H", "H", "H", "H", "H", "H", "H", "H", "H", "H", "H", "H", "H", "H", "H", "H", "H", "H", "H", "H", "H", "H", "H", "H"],
  "xyz": [[-8.504, -0.962, 11.034], [-4.657, 1.981, 2.532], [-3.340, -0.723, -7.205], [3.327, -2.784, -7.026], [-5.286, 0.502, 0.927], [0.713, 1.242, 2.603], [7.432, -0.713, -4.387], [2.556, 2.795, -0.181], [1.176, 0.202, -4.589], [-1.886, 1.166, -1.365], [12.380, 2.653, 4.501], [6.307, 0.808, 0.048], [-6.086, -5.094, -7.209], [9.788, 2.316, -0.110], [-3.675, -0.261, -1.450], [-10.086, 4.291, 4.833], [-3.532, -4.884, -2.569], [0.890, 4.448, 0.391], [1.599, -4.026, -2.864], [7.296, 3.255, -4.550], [-7.399, 4.094, 9.894], [-0.981, -8.653, -3.055], [-5.122, 3.518, 6.526], [1.140, -1.073, 1.775], [-8.461, 4.723, 6.479], [-6.262, 3.695, 6.137], [-7.165, 0.554, 9.832], [-0.388, -7.593, -3.009], [11.786, 2.576, 3.444], [-6.747, 3.085, 4.879], [2.538, -0.891, 1.257], [1.592, -6.266, -3.590], [12.292, 1.732, 2.339], [-5.502, -5.046, -6.145], [0.250, -1.453, -1.526], [-6.888, 1.825, 9.545], [-7.213, 4.529, 6.906], [11.640, 1.646, 1.180], [5.662, -2.546, -6.859], [-8.947, 4.114, 5.221], [-2.193, -0.233, 0.646], [6.490, -1.188, -4.992], [1.008, -5.091, -2.907], [10.383, 2.393, 0.949], [-0.993, -0.571, -7.294], [5.714, 2.697, -2.899], [10.529, 3.323, 3.212], [-5.389, -4.205, -3.845], [-3.037, 0.126, 1.944], [-0.153, -0.645, -0.652], [6.695, -2.024, -6.197], [-8.740, 2.579, 11.097], [-9.016, 1.308, 11.384], [-4.410, 0.842, 1.701], [7.070, 2.693, -3.495], [-0.320, -5.254, -2.279], [0.943, -7.429, -3.637], [0.143, -0.337, -6.638], [-1.907, 2.801, 0.336], [6.535, 1.370, -1.008], [-0.969, -6.416, -2.325], [-4.230, -5.774, -5.935], [-6.033, -4.258, -5.010], [0.141, -0.012, -5.194], [-7.995, 3.281, 4.453], [9.877, 3.237, 2.053], [4.269, -2.310, -6.419], [-2.732, 0.157, -0.804], [8.136, 1.980, -2.759], [0.161, 2.334, -1.136], [-7.654, 2.934, 10.156], [-0.714, 0.316, 0.480], [-1.641, 3.152, 1.826], [-8.251, 0.197, 10.773], [5.466, 2.083, -1.743], [-0.994, 1.662, -0.298], [-2.303, -0.186, -5.162], [-2.304, -0.512, -6.606], [-1.166, 0.046, -4.507], [1.302, -1.444, 3.219], [5.098, -0.953, -4.554], [-1.520, 3.405, 3.047], [7.888, 1.366, -1.603], [-3.586, -5.720, -4.770], [4.065, -1.475, -5.216], [-4.118, -4.932, -3.635], [1.200, 3.235, -0.297], [0.374, 0.218, 1.668], [0.042, 1.229, 3.318], [1.354, -8.300, -4.132], [5.792, -3.160, -7.742], [-9.806, 1.028, 12.070], [7.720, -2.185, -6.505], [-9.171, 5.330, 7.027], [2.986, 3.345, 0.509], [4.967, -0.339, -3.671], [-1.143, 0.284, -3.452], [-1.012, -0.811, -8.349], [1.578, -2.542, 3.248], [-3.269, -0.148, -4.673], [9.120, 1.987, -3.210], [8.653, 0.842, -1.055], [2.134, -0.881, 3.734], [-6.842, 4.966, 7.823], [-6.098, 2.105, 8.859], [8.956, 3.775, 1.867], [-4.410, 2.801, 2.066], [4.945, 3.223, -3.452], [-6.038, 2.478, 4.331], [-1.625, 3.798, 4.082], [4.481, 2.076, -1.292], [0.780, 1.589, -1.723], [-8.367, 2.843, 3.535], [-1.941, -6.551, -1.870], [-2.106, -1.357, 0.693], [-1.723, 3.755, -0.248], [11.994, 1.034, 0.361], [1.110, -0.375, -7.124], [0.545, -2.412, -2.030], [0.300, 5.016, -0.134], [3.197, -0.286, 1.937], [-3.254, -0.851, 2.474], [-9.290, 3.403, 11.533], [-3.014, 2.604, 0.241], [2.565, -6.127, -4.045], [-5.761, -3.634, -3.004], [-2.449, 0.745, 2.684], [-0.732, -4.384, -1.783], [-0.307, 3.012, -1.922], [-3.857, -6.345, -6.776], [-2.655, -6.246, -4.600], [-6.615, -0.271, 9.395], [13.213, 1.193, 2.525], [-6.964, -3.733, -5.181], [2.448, -0.380, 0.250], [10.175, 3.935, 4.031], [0.364, -1.262, 3.825], [3.040, -1.312, -4.907], [2.942, -1.926, 1.047]],
  "forces_ev_per_a": [[0.047, 0.220, -0.045], [0.698, -0.938, -0.694], [0.193, 0.012, 0.078], [0.152, 0.081, 0.070], [2.246, 0.334, 1.617], [-1.480, -1.378, -0.499], [-0.136, -0.098, -0.124], [-2.053, 0.875, 0.654], [-0.083, -0.016, -0.135], [-1.300, -1.356, 1.519], [-0.106, -0.015, -0.199], [-0.021, 0.096, -0.107], [0.118, -0.022, 0.208], [0.609, 0.353, 0.572], [2.298, 0.678, 1.676], [0.198, -0.031, 0.064], [-0.190, 0.032, -0.173], [0.275, -1.076, -1.514], [-0.069, -0.149, -0.053], [-0.106, -0.065, 0.143], [-0.083, -0.167, 0.175], [0.096, 0.187, -0.035], [-0.158, -0.021, -0.025], [0.336, 1.522, 1.466], [0.172, 0.000, 0.137], [0.147, -0.005, 0.028], [0.135, 0.178, -0.134], [-0.106, -0.236, 0.046], [0.169, 0.027, 0.323], [-0.087, -0.107, -0.148], [-0.573, -0.437, -1.620], [0.048, -0.209, -0.088], [-0.011, -0.107, -0.251], [-0.208, 0.032, -0.329], [-1.479, 1.563, 3.273], [0.082, -0.219, -0.078], [-0.125, 0.218, 0.007], [0.185, -0.079, 0.125], [0.260, 0.001, -0.003], [-0.332, 0.050, -0.088], [0.223, -1.169, -0.360], [0.180, 0.160, 0.183], [0.016, 0.154, 0.036], [-0.136, -0.006, -0.217], [0.255, 0.024, -0.001], [-0.151, -0.063, 0.157], [-0.209, 0.075, -0.151], [-0.198, 0.081, -0.108], [-0.209, 0.275, 0.513], [1.130, -1.910, -1.721], [-0.079, -0.156, -0.207], [-0.150, -0.148, 0.123], [-0.061, 0.262, 0.038], [-1.502, 0.290, -0.871], [0.249, 0.060, -0.237], [-0.101, -0.052, 0.045], [0.216, 0.120, -0.082], [-0.033, -0.062, -0.225], [0.657, 0.992, 1.922], [0.141, -0.124, 0.115], [0.056, 0.054, 0.152], [0.240, -0.085, 0.137], [0.024, 0.085, 0.249], [0.139, 0.035, 0.164], [0.209, -0.089, -0.026], [-0.005, 0.095, 0.218], [-0.224, -0.080, -0.089], [-0.995, 0.419, -1.305], [-0.040, -0.112, 0.226], [0.767, 0.247, -0.177], [0.075, 0.226, -0.043], [0.407, -0.255, -1.988], [0.088, 0.426, 2.725], [-0.069, -0.356, 0.075], [-0.194, 0.090, -0.118], [-0.644, 0.711, -1.881], [0.071, 0.037, 0.148], [-0.293, -0.050, -0.095], [-0.214, -0.003, 0.056], [0.079, -0.532, 0.274], [-0.206, -0.037, -0.043], [-1.101, -0.096, -3.465], [-0.206, -0.133, -0.443], [-0.008, -0.072, -0.208], [0.001, 0.101, 0.218], [0.083, 0.070, 0.241], [1.309, 0.283, 0.912], [1.351, -0.480, 0.977], [0.534, 0.652, -0.530], [-0.033, -0.012, 0.010], [-0.037, 0.003, -0.001], [0.016, -0.042, -0.014], [0.003, 0.030, 0.034], [-0.014, -0.003, -0.026], [-0.166, -0.342, -0.644], [0.017, 0.003, 0.000], [0.005, 0.004, 0.070], [-0.038, -0.001, 0.013], [-0.450, 1.162, 0.152], [0.003, -0.005, 0.010], [-0.033, 0.002, -0.027], [-0.146, -0.121, -0.107], [-0.761, -0.372, -0.512], [0.014, -0.043, -0.032], [0.007, 0.050, 0.011], [0.005, -0.031, -0.041], [-0.047, -0.428, 0.232], [0.021, 0.002, -0.025], [0.006, 0.024, -0.001], [0.407, -0.708, -1.408], [-0.005, -0.015, 0.008], [-0.943, 0.482, 0.772], [-0.021, 0.012, 0.013], [0.029, 0.011, -0.038], [-0.170, 1.225, -0.494], [-0.256, -1.185, 0.590], [-0.034, 0.017, -0.017], [0.012, -0.029, 0.027], [-0.132, 1.680, 0.363], [0.069, -0.366, 0.523], [-0.601, -0.606, -0.569], [0.023, 1.128, -0.663], [0.032, 0.019, -0.026], [1.239, -0.179, -0.052], [-0.012, 0.040, 0.012], [0.053, -0.003, 0.017], [-0.597, -0.515, -1.002], [-0.047, -0.019, -0.012], [0.192, -0.866, 0.959], [-0.038, 0.018, -0.018], [-0.017, -0.001, 0.013], [-0.033, -0.019, 0.027], [-0.010, 0.024, 0.040], [0.017, -0.015, -0.043], [0.400, -0.487, 1.053], [0.039, -0.020, 0.018], [0.855, -0.406, -0.741], [0.009, 0.028, -0.017], [-0.064, 1.192, 0.409]],
  "lowdin_charge": [0.1091, 0.0024, 0.1025, 0.0945, 0.1329, 0.1031, 0.1047, 0.1018, 0.0819, -0.0418, 0.1088, 0.0954, 0.1116, 0.0798, 0.1291, 0.1037, 0.0886, 0.1099, 0.0763, 0.0954, 0.0896, 0.1084, 0.0909, -0.1295, 0.0267, -0.3851, 0.0265, -0.3889, -0.3867, 0.0230, -0.0781, 0.0261, 0.0235, -0.3839, 0.1690, 0.0278, 0.0078, 0.0277, 0.0194, -0.3879, -0.0887, -0.3757, -0.3681, -0.3543, 0.0247, 0.0216, 0.0236, 0.0265, -0.0126, -0.0460, 0.0233, 0.0236, 0.0234, -0.4119, -0.3907, 0.0262, 0.0252, 0.0255, -0.0545, -0.3745, 0.0052, 0.0296, 0.0270, -0.3739, 0.0285, 0.0297, -0.3835, -0.3429, 0.0115, 0.0130, -0.3747, -0.1416, -0.0930, -0.3864, 0.0180, -0.3251, 0.0344, -0.3872, 0.0289, -0.1063, 0.0361, 0.1113, -0.0099, 0.0292, 0.0311, -0.3682, -0.5321, -0.4694, 0.0979, 0.1230, 0.1207, 0.1232, 0.1216, 0.1245, 0.1192, 0.1153, 0.0924, 0.1228, 0.0984, 0.1230, 0.1277, 0.1030, 0.0873, 0.1051, 0.1157, 0.1243, 0.1005, 0.1214, 0.0948, 0.0650, 0.0950, 0.1264, 0.1248, 0.1137, 0.1670, 0.1332, 0.1237, 0.1189, 0.0348, 0.1025, 0.0981, 0.1441, 0.1226, 0.1282, 0.1226, 0.1246, 0.1097, 0.1143, 0.1405, 0.1243, 0.1092, 0.1238, 0.1233, 0.1243, 0.0874, 0.1232, 0.0897, 0.0992, 0.1022],
  "smiles": "C#CC[C@]1(CB(O)O)OC(=O)[C@H](CC(=O)O)[C@]1(C#C)B(O)N(C)C.O=C1C=CC(=O)C=C1.O=C1C=CC(=O)C=C1.O=C1C=CC(=O)C=C1.O=C1C=CC(=O)C=C1.O=C1C=CC(=O)C=C1.O=C1C=CC(=O)C=C1.O=C1C=CC(=O)C=C1.O=C1C=CC(=O)C=C1",
  "e_tot_ha": -4227.837939,
  "homo_lumo_gap_ev": 7.4
}

ΔE to the lowest compared entry with this formula, charge and spin readings, ordered: 77.42 100.90 90.26 105.12 0.00 kcal per mole